No. 1
Formula: C28H40B2BrCl48N2O8PS
Source: OMol25
Level of theory: ωB97M-V with the def2-TZVPD basis set

Each line ends with the Löwdin charge.
Atoms and positions in Å:
C  7.185248  -2.286844  -0.261943  -0.108
C  6.430513  -1.329500  -0.586061  -0.072
C  5.569929  -0.015462  -0.727042  -0.063
C  3.978445  -0.256167  -0.428604  -0.219
O  3.526650  0.999754  0.143989  -0.138
C  2.109535  1.084373  0.307532  -0.421
C  1.373224  2.077276  -0.728405  -0.175
O  0.599776  1.349497  -1.746372  -0.153
C  -0.615795  0.823587  -1.192849  -0.395
C  -1.831914  1.882415  -1.245077  -0.184
S  -2.897853  1.789581  0.263150  0.730
O  -2.127722  1.738960  1.542991  -0.399
O  -3.726924  3.050028  0.255567  -0.416
N  -0.913440  -0.440370  -1.959126  0.074
C  -1.650446  -1.272733  -1.261826  -0.302
C  -1.007396  -2.275976  -0.163948  -0.026
C  -3.245978  -1.415815  -1.444950  -0.063
P  1.816464  1.883479  2.039378  0.722
O  3.120848  1.397199  3.004986  -0.492
Br  2.041930  4.201637  1.832935  0.265
B  3.324913  -0.639415  -1.870164  -0.467
N  2.526349  -1.854413  -2.197845  0.163
O  3.492022  0.329243  -2.956235  0.060
B  3.984744  -1.508241  0.651149  -0.528
O  4.187553  -1.237417  2.058821  0.116
O  3.848338  -2.887328  0.296144  -0.025
C  2.481019  -3.270719  0.650811  -0.087
H  7.539442  -3.281523  0.154895  -0.017
H  5.763587  0.438430  -1.749256  0.123
H  5.924994  0.755403  0.046982  0.147
H  1.539329  0.101319  0.345283  0.130
H  0.598778  2.749278  -0.199793  0.080
H  2.109142  2.752992  -1.273268  0.149
H  -0.524425  0.495614  -0.094308  0.121
H  -2.403707  1.668098  -2.229875  0.060
H  -1.345472  2.920893  -1.238117  0.130
H  -3.789070  0.725830  0.261779  0.073
H  -0.216031  -2.882512  -0.721947  0.083
H  -0.603867  -1.714813  0.740732  0.084
H  -1.801509  -3.031018  0.174416  0.084
H  -3.518626  -2.441566  -1.883444  0.094
H  -3.733159  -1.348408  -0.418731  0.076
H  -3.681224  -0.626086  -2.145882  0.073
H  2.846850  1.214049  3.927306  -0.017
H  1.926337  -1.562966  -2.997926  0.088
H  3.198578  -2.515146  -2.642743  0.024
H  2.873955  1.083786  -2.813343  0.090
H  4.776084  -0.461628  2.167740  0.101
H  1.763156  -2.371974  0.648590  0.070
H  2.040710  -4.018947  -0.098583  0.104
H  2.417592  -3.726137  1.698946  0.108
C  -6.209171  5.543620  1.406286  -1.521
Cl  -5.723088  7.242017  1.310691  0.523
Cl  -6.938241  5.192954  2.979396  0.523
Cl  -7.331747  5.142578  0.098209  0.503
H  -5.319923  4.925397  1.294707  -0.004
C  -11.034631  5.721168  -0.498789  -1.579
Cl  -12.016546  5.095330  -1.830706  0.511
Cl  -11.514452  7.374764  -0.096620  0.534
Cl  -11.169680  4.671781  0.919982  0.519
H  -9.994498  5.734335  -0.816486  -0.059
C  3.541440  4.370852  5.636309  -1.521
Cl  5.091310  5.205031  5.831931  0.525
Cl  2.196853  5.461477  6.004675  0.526
Cl  3.380739  3.716331  3.998075  0.450
H  3.507252  3.538587  6.334922  -0.095
C  -8.312643  2.516067  -2.972947  -1.515
Cl  -9.291727  1.222563  -3.676854  0.533
Cl  -9.177442  3.304860  -1.648902  0.514
Cl  -6.764088  1.888169  -2.397125  0.517
H  -8.117447  3.256303  -3.745565  0.023
C  9.279612  -4.617116  -2.461548  -1.480
Cl  7.780315  -3.837710  -1.927615  0.612
Cl  9.333010  -4.735545  -4.230321  0.506
Cl  10.685666  -3.731423  -1.858628  0.507
H  9.306848  -5.624317  -2.051319  -0.016
C  14.430521  -3.702492  -3.694100  -1.531
Cl  15.412366  -5.174203  -3.703390  0.518
Cl  12.750063  -4.072680  -4.099338  0.480
Cl  14.527629  -2.900324  -2.119735  0.516
H  14.823459  -3.024527  -4.448238  0.015
C  0.756925  0.939345  6.936970  -1.500
Cl  2.313912  1.750561  7.164546  0.594
Cl  -0.576060  2.043599  7.291402  0.530
Cl  0.622950  0.311122  5.289226  0.537
H  0.701427  0.101542  7.628613  0.016
C  9.238660  -5.421250  2.326391  -1.542
Cl  10.842402  -4.745478  2.637700  0.535
Cl  7.977292  -4.284759  2.824059  0.544
Cl  9.060272  -5.836877  0.614227  0.560
H  9.130817  -6.331971  2.913233  -0.074
C  -3.090499  -1.573973  5.924666  -1.535
Cl  -2.089959  -2.996926  5.600099  0.513
Cl  -2.645616  -0.840634  7.472493  0.514
Cl  -2.941428  -0.396656  4.612595  0.514
H  -4.128919  -1.891877  5.982957  0.015
C  9.141373  -8.528552  5.617877  -1.524
Cl  8.361394  -7.011955  5.145454  0.562
Cl  10.745963  -8.655434  4.884648  0.529
Cl  9.250627  -8.649110  7.378341  0.530
H  8.532821  -9.353783  5.255234  0.018
C  -2.222716  3.119834  -5.408950  -1.527
Cl  -1.583356  1.676126  -4.615311  0.531
Cl  -3.457857  2.679167  -6.596830  0.527
Cl  -2.882789  4.245500  -4.213177  0.544
H  -1.407205  3.613462  -5.930158  -0.050
C  -3.144062  -1.566936  -6.758969  -1.547
Cl  -2.512392  -3.009522  -7.564272  0.524
Cl  -4.910178  -1.525341  -6.851923  0.522
Cl  -2.608538  -1.509770  -5.074478  0.499
H  -2.753374  -0.689838  -7.271594  -0.008
C  -14.537630  5.591834  2.970884  -1.546
Cl  -15.645160  5.095404  1.684465  0.520
Cl  -14.531056  7.351877  3.141144  0.520
Cl  -14.978252  4.820987  4.502128  0.520
H  -13.533872  5.269979  2.701917  -0.023
C  0.557364  1.517422  -8.363183  -1.509
Cl  -0.402560  0.863778  -9.697024  0.531
Cl  0.069216  3.180187  -8.004176  0.560
Cl  0.404625  0.494026  -6.928301  0.518
H  1.601871  1.527422  -8.666139  0.018
C  -17.040500  3.031245  7.507064  -1.551
Cl  -16.995856  3.993294  8.990587  0.517
Cl  -16.275585  1.456927  7.762744  0.515
Cl  -18.705371  2.830380  6.945211  0.518
H  -16.482416  3.561464  6.739083  -0.029
C  5.759495  -4.505519  -5.249773  -1.525
Cl  6.389515  -5.968327  -4.481017  0.504
Cl  4.514567  -4.914177  -6.438303  0.531
Cl  5.117631  -3.389097  -4.037503  0.562
H  6.578840  -4.012116  -5.768302  0.011

Cartesian forces (eV/Å) of the 3 atoms listed first:
C -3.5328 2.8033 1.1946
C 1.6291 -1.3359 1.4857
C 0.8398 -0.4944 0.1163

Summary:
Kohn-Sham gap in eV: 7.9

No. 2
Formula: C18H10Cl4NO2Pt
Source: OMol25
Level of theory: ωB97M-V with the def2-TZVPD basis set

Each line ends with the natural charge from an NBO analysis.
Atoms and positions in Å:
Pt  0.306919  -0.807089  -0.124155  0.711
Cl  4.617376  -4.061728  4.213273  0.166
C  3.913645  -3.172444  2.956847  -0.021
C  4.810281  -2.334276  2.114188  -0.018
Cl  6.460550  -2.335431  2.477437  0.175
C  4.343594  -1.578753  1.091820  -0.176
Cl  5.323846  -0.587691  0.117125  0.130
C  2.926173  -1.572852  0.838652  0.455
O  2.391723  -0.866390  -0.011548  -0.488
C  2.015135  -2.495820  1.631512  0.455
O  0.853032  -2.562502  1.273505  -0.496
C  2.581720  -3.240101  2.740057  -0.180
Cl  1.517030  -4.188737  3.665547  0.130
N  -1.696105  -1.078090  -0.122593  -0.761
C  -2.673577  -0.199308  -0.764455  0.185
C  -3.897247  -0.782836  -1.065581  -0.241
C  -4.884430  -0.050275  -1.692607  -0.190
C  -4.620453  1.268861  -2.032596  -0.186
C  -3.395011  1.831476  -1.735706  -0.166
C  -2.382786  1.123653  -1.071253  -0.101
C  -1.071601  1.775009  -0.816527  -0.030
C  -1.022290  3.175221  -0.804197  -0.194
C  0.169351  3.871081  -0.758869  -0.202
C  1.365446  3.172487  -0.741576  -0.190
C  1.344027  1.789737  -0.682897  -0.267
C  0.138122  1.084451  -0.662284  -0.128
H  -1.822266  -1.991850  -0.557533  0.414
H  -1.946903  -1.203779  0.859112  0.415
H  -4.075013  -1.820735  -0.805366  0.214
H  -5.835646  -0.506194  -1.928303  0.232
H  -5.365582  1.856529  -2.551063  0.231
H  -3.202844  2.841617  -2.063279  0.225
H  -1.945366  3.736379  -0.820516  0.217
H  0.162049  4.952455  -0.752968  0.228
H  2.312069  3.696086  -0.756315  0.225
H  2.285047  1.261831  -0.656891  0.226

Cartesian forces (eV/Å) of the 3 atoms listed first:
Pt 0.0181 0.0713 0.4041
Cl -0.0040 0.0026 0.0024
C 0.0372 0.0223 0.0022

Summary:
Total charge: +1
Energy above the lowest of the compared OMol25 structures with the same formula, charge and spin in kcal per mole: 0.00
Kohn-Sham gap in eV: 4.9

No. 3
Formula: C56H71Cl3MnN3O3SSe
Source: OMol25
Level of theory: ωB97M-V with the def2-TZVPD basis set

Each line ends with the Löwdin spin population.
Atoms and positions in Å:
Mn  -0.691161  -0.686450  0.705387  3.796
C  4.011442  -6.015771  -3.112026  0.000
C  2.487304  -5.879680  -3.101184  0.000
C  1.889047  -7.262196  -2.795886  0.000
C  2.029670  -5.426092  -4.495789  0.000
C  1.995871  -4.875385  -2.063445  0.001
C  0.634701  -4.673130  -1.882867  0.001
C  0.183486  -3.747412  -0.966871  0.005
Se  -1.716639  -3.418140  -0.826913  0.021
C  -1.732763  -2.374202  -2.450976  0.011
C  -1.942174  -3.000859  -3.666905  0.000
C  -1.858889  -2.278923  -4.844294  0.008
C  -1.661886  -0.902352  -4.724687  -0.002
C  -1.483195  -0.231509  -3.526681  0.005
C  -1.418380  -1.003485  -2.326136  0.001
O  -1.092483  -0.503194  -1.153538  0.045
C  -1.324883  1.292220  -3.519184  0.001
C  0.126556  1.641135  -3.156872  0.001
C  -2.281984  1.913824  -2.491592  0.001
C  -1.665675  1.912274  -4.876577  0.000
C  -1.989410  -2.911013  -6.227031  0.001
C  -3.256216  -2.381871  -6.916461  0.000
C  -2.082178  -4.436673  -6.148390  0.000
C  -0.758937  -2.556524  -7.075472  0.000
C  1.044260  -2.970055  -0.172007  0.009
O  0.514771  -2.093144  0.670553  0.058
C  2.437905  -3.204549  -0.310489  0.001
C  2.853748  -4.136116  -1.256103  0.000
C  3.477019  -2.549096  0.612501  0.000
C  3.298798  -3.184520  2.001560  0.000
C  4.914516  -2.817362  0.155173  0.000
C  3.328007  -1.019849  0.689028  0.000
H  4.302480  -6.787350  -3.826846  0.000
H  4.390310  -6.310228  -2.131407  0.000
H  4.494481  -5.083195  -3.410457  0.000
H  2.242128  -7.996624  -3.523433  0.000
H  0.799809  -7.241548  -2.836841  0.000
H  2.185000  -7.592229  -1.798321  0.000
H  2.346857  -6.145966  -5.254217  0.000
H  2.457740  -4.452212  -4.740745  0.000
H  0.942960  -5.337542  -4.539543  0.000
H  -0.099821  -5.222067  -2.458983  0.000
H  -2.145879  -4.063073  -3.665441  0.000
H  -1.653555  -0.321373  -5.637491  0.000
H  0.399311  1.146027  -2.227258  0.000
H  0.238501  2.720575  -3.018927  0.000
H  0.809033  1.309597  -3.943181  0.000
H  -2.038243  1.573967  -1.493248  0.000
H  -3.312306  1.626698  -2.719174  0.000
H  -2.206515  3.004449  -2.511409  0.000
H  -0.940811  1.642392  -5.647375  0.000
H  -1.660593  2.999678  -4.782332  0.000
H  -2.660338  1.602735  -5.204275  0.000
H  -4.140661  -2.642385  -6.332262  0.000
H  -3.359029  -2.817013  -7.913923  0.000
H  -3.225096  -1.296432  -7.020169  0.000
H  -2.973112  -4.752122  -5.602687  0.000
H  -1.200347  -4.854368  -5.658274  0.000
H  -2.139559  -4.854486  -7.155118  0.000
H  -0.669172  -1.480207  -7.225219  0.000
H  -0.830339  -3.028123  -8.058640  0.000
H  0.152078  -2.910384  -6.588769  0.000
H  3.915891  -4.289108  -1.371058  0.000
H  3.541162  -4.248000  1.957104  0.000
H  2.265472  -3.094583  2.329454  0.000
H  3.950503  -2.707365  2.738866  0.000
H  5.158435  -3.880344  0.177764  0.000
H  5.600313  -2.307079  0.833973  0.000
H  5.083310  -2.433568  -0.852861  0.000
H  2.355440  -0.727286  1.062493  0.000
H  3.466910  -0.583107  -0.303577  0.000
H  4.085334  -0.604512  1.359536  0.000
Cl  5.668682  3.752895  2.651368  0.000
C  4.198218  3.541332  3.532836  0.000
C  2.980689  3.732835  2.903130  0.000
C  1.808028  3.528101  3.608588  0.000
C  1.827460  3.145871  4.945163  0.000
C  0.540507  2.929837  5.706629  0.000
C  0.281035  1.440361  5.993719  0.000
N  0.366692  0.566201  4.837278  0.001
C  0.829637  -0.730966  4.880315  -0.001
C  0.610750  -1.252559  3.646580  0.000
N  0.019615  -0.302588  2.853122  -0.019
C  -0.113359  0.778108  3.597142  0.002
O  -0.512932  3.547580  5.005055  0.000
C  -1.631238  3.908882  5.806725  0.000
C  -2.222228  5.182052  5.286397  0.000
C  -3.502272  5.342846  4.847167  0.000
Cl  -4.738180  4.159398  4.778259  0.000
S  -3.842932  6.961947  4.364102  0.000
C  -2.241448  7.442218  4.748313  0.000
C  -1.499499  6.409657  5.215622  0.000
C  3.068003  2.998838  5.562227  0.000
Cl  3.186981  2.608225  7.252800  0.000
C  4.252798  3.183391  4.869469  0.000
H  2.942898  4.041825  1.868815  0.000
H  0.859225  3.687498  3.111208  0.000
H  0.639267  3.406141  6.690662  0.000
H  -0.708220  1.348156  6.450541  0.000
H  1.018403  1.095758  6.714240  0.000
H  1.276911  -1.158148  5.760721  0.000
H  0.822483  -2.241207  3.283823  0.000
H  -0.530031  1.717889  3.278734  0.000
H  -1.299275  4.070310  6.839723  0.000
H  -2.384451  3.115430  5.807364  0.000
H  -1.939984  8.464595  4.586806  0.000
H  -0.462380  6.503733  5.507003  0.000
H  5.202209  3.068595  5.372453  0.000
C  2.147634  3.199631  -0.332972  0.000
C  0.773319  3.260517  0.278674  0.002
C  0.146062  4.474640  0.540665  0.011
C  -1.146335  4.488382  1.057228  -0.001
C  -1.802482  5.808280  1.363204  -0.001
C  -1.825468  3.300874  1.293107  0.006
C  -1.242318  2.050127  1.014086  0.000
C  0.094482  2.088323  0.541237  0.023
N  -1.831013  0.821321  1.133197  -0.023
C  -3.176507  0.554472  1.644599  0.000
C  -3.308307  0.896009  3.138918  0.000
C  -4.305514  1.239091  0.859652  0.001
C  -3.387117  -0.961742  1.489431  0.013
H  2.605969  4.187293  -0.387110  0.000
H  2.080252  2.806409  -1.350178  0.000
H  2.804979  2.533450  0.229857  0.000
H  0.655324  5.409067  0.331250  0.001
H  -1.505319  6.560607  0.632218  0.000
H  -1.493763  6.158679  2.349719  0.000
H  -2.889446  5.726908  1.356964  0.000
H  -2.833810  3.366710  1.677178  0.001
H  0.620638  1.156328  0.325397  0.007
H  -3.037215  1.935178  3.328614  0.000
H  -2.662029  0.246417  3.730468  0.000
H  -4.338477  0.740647  3.464414  0.000
H  -4.314637  2.318748  0.990885  0.000
H  -5.263138  0.853551  1.214191  0.000
H  -4.212128  1.024672  -0.203387  0.000
H  -2.587952  -1.520902  2.000155  0.005
H  -3.403824  -1.237616  0.432944  0.001
H  -4.332250  -1.263243  1.939740  0.002

Cartesian forces (eV/Å) of the 3 atoms listed first:
Mn -0.3217 0.1373 -0.4296
C -0.0774 0.0314 0.0238
C 0.0052 -0.0950 -0.0769

Summary:
Energy above the lowest of the compared OMol25 structures with the same formula, charge and spin in kcal per mole: 0.00
Multiplicity: 5
Kohn-Sham gap (alpha / beta) in eV: 6.3 / 7.2